(1)
ORCA calculation (ωB97M-V with the def2-TZVPD basis set) on C2HCl6P as an isolated structure.

Geometry as ORCA input:
```
! RIJCOSX wB97M-V def2-TZVPD def2/J DEFGRID3
* xyz 0 1
C 0.54699 0.47778 -0.12763
C 0.07720 -1.50411 -3.29038
P -0.74770 -1.92943 -1.65528
Cl 1.67998 -0.42261 0.80392
Cl 1.17814 1.42862 -1.42373
Cl -0.20289 -3.09589 -4.14249
Cl -0.78689 -0.04350 -3.91677
Cl 1.77865 -1.25056 -3.10247
Cl 0.09289 -3.60814 -1.11144
H -0.43341 0.73807 0.02708
*
```

energy above the lowest of the compared OMol25 structures with the same formula, charge and spin	46.91	kcal/mol

***

(2)
ORCA calculation (ωB97M-V with the def2-TZVPD basis set) on C49H53BrCaN5O2PSi as an isolated structure.

Geometry as ORCA input:
```
! RIJCOSX wB97M-V def2-TZVPD def2/J DEFGRID3
* xyz 0 1
Ca -0.79021 0.28856 0.04364
C 2.50615 0.30552 3.47272
C 2.83078 1.65414 3.32574
C 1.94317 2.50534 2.71572
C 0.73311 1.99338 2.22630
N 0.43796 0.68401 2.32320
C 1.30483 -0.12078 2.95632
N -0.21611 2.84333 1.66038
C -1.50595 2.30893 1.47478
N -1.84244 2.61290 0.18054
C -3.07583 2.06380 -0.14694
N -3.59947 2.00434 -1.42128
C -3.31698 0.89188 -2.07510
C -3.88164 0.70326 -3.38783
C -3.71517 -0.46209 -4.05798
C -2.95606 -1.51266 -3.48088
C -2.37837 -1.25740 -2.27512
N -2.48299 -0.09542 -1.57607
C -3.50982 1.42625 1.02039
C -4.69188 0.67204 1.27473
C -4.86302 0.11554 2.49968
C -3.86758 0.26437 3.53274
C -2.72258 0.96345 3.33534
C -2.51631 1.57435 2.05692
H 3.16716 -0.38955 3.97126
H 3.76788 2.03783 3.71023
H 2.14644 3.56323 2.61454
H 1.00859 -1.15995 3.03653
H -4.46384 1.52334 -3.78610
H -4.16655 -0.59168 -5.03503
H -2.82281 -2.46716 -3.96944
H -1.76710 -2.02416 -1.80741
H -5.43378 0.56204 0.49332
H -5.76203 -0.44782 2.71515
H -4.04608 -0.19993 4.49506
H -1.98174 1.05952 4.11838
O 1.97954 0.50112 -0.53574
C 1.58192 1.65307 -0.57043
O 0.30150 1.91094 -0.77746
C 2.32515 2.91416 -0.37243
C 3.70827 2.98191 -0.39414
C 4.31303 4.21793 -0.23896
C 3.52322 5.35182 -0.06931
C 2.13550 5.26651 -0.03576
C 1.51300 4.03098 -0.17755
P -0.31973 3.66508 -0.14474
C -0.64653 4.10052 -1.91485
C -0.44584 5.41488 -2.33984
C -0.63743 5.77890 -3.66442
C -1.04589 4.83170 -4.59465
C -1.25168 3.52313 -4.18761
C -1.04696 3.16340 -2.86220
C -1.05295 5.16885 0.63870
C -0.46346 5.80730 1.72384
C -1.07409 6.90198 2.32220
C -2.30037 7.35325 1.85510
C -2.91410 6.70239 0.79286
C -2.29263 5.61896 0.19050
H 4.28568 2.07719 -0.53627
H 5.39146 4.30569 -0.25779
H 3.99682 6.31978 0.03778
H 1.55123 6.16625 0.10405
H -0.14172 6.17631 -1.63143
H -0.47508 6.80570 -3.96676
H -1.20733 5.11475 -5.62738
H -1.58034 2.77223 -4.89542
H -1.21736 2.13801 -2.57802
H 0.46947 5.43460 2.12768
H -0.59896 7.38911 3.16434
H -2.78384 8.19972 2.32657
H -3.88054 7.03266 0.43418
H -2.78464 5.11480 -0.63451
C 2.77507 -3.17225 -1.89464
C 1.63547 -4.18622 -1.71438
C 2.12978 -5.56071 -2.20884
C 0.51033 -3.70879 -2.64594
Si 1.10572 -4.33360 0.10962
Br -0.02465 -2.41227 0.54192
C 2.53269 -4.27928 1.36921
C 1.99945 -4.49086 2.79438
C 3.30419 -2.94803 1.37799
C 3.53067 -5.41369 1.06122
C -0.19993 -5.66891 0.45497
C -1.27109 -5.69358 -0.64690
C -0.95953 -5.46110 1.77585
C 0.49012 -7.04609 0.50774
H 2.96925 -3.06721 -2.96770
H 3.70580 -3.49354 -1.42980
H 2.51647 -2.18190 -1.51260
H 2.49901 -5.45049 -3.23438
H 1.33998 -6.31063 -2.23066
H 2.95321 -5.95601 -1.61011
H 0.89518 -3.71333 -3.67150
H 0.20743 -2.68757 -2.42129
H -0.37600 -4.33826 -2.62852
H 1.25470 -3.74154 3.07470
H 2.83712 -4.40139 3.49448
H 1.56081 -5.47809 2.93981
H 2.65900 -2.08332 1.51418
H 3.88607 -2.78543 0.47679
H 4.00739 -2.97017 2.21863
H 3.06653 -6.40148 1.05014
H 4.30060 -5.42704 1.84094
H 4.04065 -5.27023 0.10892
H -1.76536 -4.72614 -0.76005
H -2.04099 -6.41925 -0.36414
H -0.88205 -5.99859 -1.61700
H -1.55283 -4.54695 1.76884
H -0.31501 -5.43682 2.65151
H -1.65191 -6.30076 1.90063
H 1.07463 -7.27109 -0.38627
H -0.27911 -7.82128 0.59487
H 1.14706 -7.14437 1.37284
*
```

energy above the lowest of the compared OMol25 structures with the same formula, charge and spin	0.00	kcal/mol

***

(3)
ORCA calculation (ωB97M-V with the def2-TZVPD basis set) on one molecule with the formula C27H24F9N3O4S.

Geometry as ORCA input:
```
! RIJCOSX wB97M-V def2-TZVPD def2/J DEFGRID3
* xyz 0 1
C 5.84964 -2.26950 -1.10558
N 4.50457 -2.72990 -0.84406
C 4.37008 -4.15467 -0.59518
C 4.32302 -4.87969 -1.91279
F 4.15600 -6.22516 -1.80358
F 3.29115 -4.38198 -2.68006
F 5.47696 -4.65448 -2.62866
C 3.43118 -1.88091 -0.89165
C 2.27086 -2.09827 -0.10997
C 1.17821 -1.26327 -0.25070
C 1.24071 -0.08607 -1.02052
C 0.11132 0.95688 -0.86849
C 0.01220 1.99700 -1.99450
C -1.19057 2.20385 -2.66940
C -1.28661 3.16232 -3.66240
C -0.14150 3.88429 -4.06102
N -0.20089 4.85132 -5.07503
C -0.65987 4.47758 -6.39746
C -0.37897 6.25841 -4.71730
C 0.93085 6.91774 -4.39080
F 0.82040 8.26736 -4.23469
F 1.44738 6.41315 -3.22007
F 1.86127 6.68135 -5.37185
C 1.07770 3.64251 -3.39776
C 1.12322 2.76806 -2.32516
C 0.20008 1.67926 0.45179
C 0.14955 0.83329 1.70616
C 1.30422 0.57564 2.47084
C 1.22475 -0.20006 3.61779
C -0.01849 -0.73304 4.00186
N -0.11539 -1.53000 5.17843
O -1.24187 -1.96639 5.51879
O 0.92826 -1.76245 5.83312
C -1.16762 -0.52789 3.21659
C -1.07666 0.24590 2.07451
S -1.24044 2.97874 0.74251
O -1.63038 3.02399 2.13179
O -2.24437 2.73507 -0.27169
C -0.47827 4.71682 0.43669
F -1.36592 5.43793 -0.27050
F 0.67730 4.64352 -0.28146
F -0.21588 5.33554 1.59438
C 2.32873 0.04096 -1.89339
C 3.43530 -0.78952 -1.78860
H 5.98108 -1.24599 -0.71579
H 6.55922 -2.94111 -0.59696
H 6.08318 -2.26332 -2.18760
H 5.26738 -4.50003 -0.06193
H 3.44226 -4.36761 -0.05606
H 2.27337 -2.88999 0.64064
H 0.26384 -1.50464 0.29829
H -0.83265 0.39031 -0.86946
H -2.06003 1.60567 -2.39967
H -2.25200 3.39404 -4.12039
H -1.20750 3.52526 -6.37695
H -1.30371 5.27154 -6.79020
H 0.20156 4.36673 -7.07434
H -0.80547 6.78316 -5.57782
H -1.00749 6.34496 -3.81741
H 1.97836 4.15010 -3.74066
H 2.05636 2.64156 -1.76461
H 1.05183 2.37335 0.46314
H 2.26872 0.98308 2.14748
H 2.10496 -0.42392 4.21431
H -2.11143 -0.97692 3.51146
H -1.97593 0.38539 1.46650
H 2.36026 0.81489 -2.65369
H 4.30286 -0.61652 -2.43138
*
```

energy above the lowest of the compared OMol25 structures with the same formula, charge and spin	0.00	kcal/mol

***

(4)
ORCA calculation (ωB97M-V with the def2-TZVPD basis set) on C16H19InN2O7S2 as an isolated structure.

Geometry as ORCA input:
```
! RIJCOSX wB97M-V def2-TZVPD def2/J DEFGRID3
* xyz 0 1
In -2.52040 1.04876 -0.14653
O -1.76337 2.68738 -1.75201
C -2.07343 4.08381 -1.55893
C -3.32976 4.15214 -0.70484
N -3.30912 3.29139 0.53548
C -2.29721 3.70287 1.52916
C -1.73008 2.52383 2.33911
O -1.34609 2.73629 3.48800
O -1.71562 1.29806 1.75684
C -4.61490 3.02760 1.01597
C -5.30059 1.83520 0.29069
O -6.53902 1.89980 0.12267
O -4.55318 0.78567 0.06249
H -0.77215 2.49952 -1.52076
H -2.27716 4.59385 -2.47182
H -1.23732 4.62903 -1.06993
H -4.17057 3.76829 -1.31655
H -3.59114 5.20642 -0.39747
H -2.73067 4.33138 2.26356
H -1.47105 4.22748 0.99115
H -5.30167 3.90170 0.84038
H -4.62093 2.79214 2.09917
O -1.19373 -0.11456 -1.51314
C 0.07629 0.18524 -1.46705
O 0.48266 1.35103 -1.21758
C 1.06723 -0.88185 -1.90445
C 2.47777 -0.67206 -1.57723
C 3.43066 -1.55989 -2.07885
C 2.98350 -2.76591 -2.66092
C 1.61698 -3.05076 -2.89861
C 0.69298 -2.07545 -2.56868
H 2.74030 0.13692 -0.94247
H 4.50424 -1.38755 -2.11040
H 3.71628 -3.55300 -2.87920
H 1.24290 -4.12804 -3.20753
H -0.38878 -2.19395 -2.72465
S 2.32513 -2.05051 3.65179
C 3.23263 -3.22427 2.82656
N 3.07976 -4.54505 2.78121
C 4.11186 -5.31230 2.04519
C 4.95001 -4.37924 1.19617
S 4.60253 -2.72257 1.80859
H 2.46085 -5.01507 3.39139
H 3.63239 -6.03512 1.35664
H 4.66250 -5.96331 2.72818
H 4.74483 -4.46278 0.10249
H 6.01363 -4.60261 1.46674
*
```

energy above the lowest of the compared OMol25 structures with the same formula, charge and spin	28.28	kcal/mol

***

Q: What is the energy above the lowest of the compared OMol25 structures with the same formula, charge and spin in the third record?
A: 0.00 kcal/mol